(1)
52
Properties=species:S:1:pos:R:3 method="wB97M-V/def2-TZVPD" lumo_ev=2.279 total_energy_ev=-52926.113 orbital_gap_ev=7.10 total_charge=-1
P -2.16297 0.86068 1.26400
F -6.15589 -1.24522 2.04704
F -5.09969 -2.11461 0.36417
F 0.34895 -4.91312 0.15462
F -6.68052 -0.65437 0.01135
O -4.19111 3.48978 -3.07950
O -3.71458 0.89661 -2.13290
O -1.29284 -0.66048 1.66823
O 2.14099 -3.73361 0.60742
O 5.85020 0.71608 -0.38445
O -4.78324 0.05221 0.82347
O 1.19920 -1.12571 -0.46575
O 7.85816 -0.71537 -1.78727
O -0.62815 1.47603 0.70248
N 0.02025 -2.74585 0.61773
C 6.65736 -0.24946 0.26092
C -5.63735 -0.95776 0.83118
C -3.79142 0.07446 1.89314
C 7.12045 -1.30928 -0.71347
C 0.55665 -1.41511 0.49709
C 0.11668 -0.51656 1.63185
C -3.95196 1.13061 -3.51130
C -4.80835 2.36723 -3.68544
C 1.76073 1.38433 0.90570
C 0.96509 -3.75998 0.46867
C 2.96221 0.50266 1.28888
C 0.41609 0.97427 1.48887
H -2.43282 0.40667 -0.05153
H -4.53210 0.60396 -1.71359
H 7.52994 0.24195 0.71728
H 7.72674 -2.06704 -0.20686
H 6.05662 -0.69565 1.05423
H 3.55958 0.31982 0.40904
H -1.88442 1.29944 2.62572
H -3.58540 -0.93354 2.23578
H -2.97250 1.29260 -3.96116
H -4.16860 0.66303 2.72599
H 6.24522 0.87922 -1.24939
H 0.46734 -0.91808 2.58647
H 8.69621 -0.40286 -1.43251
H 1.67073 1.49401 -0.16554
H 2.67882 -0.46626 1.68268
H -5.79372 2.19916 -3.22764
H 6.25992 -1.79403 -1.17086
H -0.47102 -2.86321 1.49890
H -4.95240 2.59756 -4.74304
H 0.32284 1.40365 2.49267
H -2.85461 2.12775 1.07826
H -4.42032 0.26009 -3.98677
H -3.79858 3.16427 -2.25642
H 3.61203 0.99538 2.00646
H 1.96556 2.38364 1.28510


(2)
54
Properties=species:S:1:pos:R:3 method="wB97M-V/def2-TZVPD" s_squared=0.754 lumo_ev="-11.795 / -13.112" total_energy_ev=-54131.077 multiplicity=2 orbital_gap_ev="6.40 / 5.08" total_charge=+4 relative_energy_kcal_mol=11.5
Ir -0.75144 -0.01378 0.44533
I -4.02440 -4.25374 3.41116
Te 4.63139 0.55266 0.62808
O 1.73001 -1.91166 0.38493
O 1.31462 0.60248 -0.95850
O 2.76476 -1.70374 2.27052
O -0.41331 -0.65468 -1.48465
N -2.08450 -1.40850 0.92283
N 1.31823 -0.72900 4.23918
N 0.70805 -0.79018 1.93853
N -0.41458 0.52402 3.37857
N -2.75766 -2.11773 -0.00224
N -1.11650 1.02940 2.25327
N 1.81776 -1.54613 1.52581
N -2.24276 1.06020 -0.43157
N 0.49841 -1.13193 -4.05625
N -3.25995 2.64214 -1.54497
C -3.46618 -3.09888 0.57554
C -2.36180 -1.97363 2.10752
C -3.23914 -3.04427 1.94172
C -2.08734 2.05330 -1.31132
C -3.50544 3.77471 -2.45704
C 5.60300 -1.12443 -0.20147
C 1.44720 -0.63402 -2.99771
C -3.58635 1.02253 -0.10439
C -4.21529 2.00702 -0.80007
C 0.74221 -0.16715 -1.73588
C 0.60494 -0.35916 3.20328
C 5.93066 1.99276 -0.20535
H -0.90909 2.03035 2.19225
H -1.15876 2.35585 -1.76624
H -4.09794 3.42882 -3.29993
H -0.68251 0.88674 4.28411
H -4.08011 -3.75787 -0.01890
H 4.99583 -2.00461 -0.00940
H -4.03428 4.55141 -1.91141
H -5.25084 2.30307 -0.83120
H 6.94012 1.74298 0.12181
H 2.09729 -1.36109 4.10481
H -2.54772 4.15620 -2.79879
H 5.85635 1.92269 -1.28956
H 2.05452 0.16327 -3.41811
H 5.75291 -0.94699 -1.26477
H -1.93177 -1.59046 3.01724
H -2.70628 -1.86539 -0.97730
H 0.33127 -0.43539 -4.78865
H -2.11853 0.95293 2.44764
H 0.86579 -1.96797 -4.52284
H 5.64160 2.97658 0.15247
H -4.00532 0.28827 0.56124
H 1.14931 -0.35973 5.16519
H 6.57103 -1.21510 0.29369
H -0.40997 -1.38282 -3.65074
H 2.09250 -1.47039 -2.72749


(3)
54
Properties=species:S:1:pos:R:3 method="wB97M-V/def2-TZVPD" s_squared=0.752 lumo_ev="-12.297 / -12.360" total_energy_ev=-54130.417 multiplicity=2 orbital_gap_ev="6.78 / 6.71" total_charge=+4 relative_energy_kcal_mol=26.8
Ir 0.17899 -0.42248 -0.58413
I 4.87164 3.31878 1.10356
Te -2.35541 -0.38169 2.77925
O -1.41521 1.37524 2.59356
O 1.93773 -2.27908 2.77303
O 0.55739 -0.65016 2.52795
O -0.15211 1.35121 0.68937
N 1.03199 3.75823 1.34896
N 1.21949 -1.69292 0.71961
N -0.92054 0.52339 -2.04460
N 1.59519 -2.84652 -1.20267
N -1.62890 1.83905 -3.65011
N 2.60053 -3.66095 0.68564
N 2.77186 1.29245 -1.93733
N 0.57198 -2.05226 -1.78221
N 2.15178 0.72687 -0.88615
N 1.25934 -1.56184 2.08717
C -4.19100 0.55404 3.15338
C 2.76778 1.23124 0.18342
C -1.80126 -0.62251 4.78234
C -0.67046 1.62922 -2.74424
C 3.74540 2.16328 -0.17917
C -1.70215 2.94951 -4.61197
C 1.83093 -2.75960 0.12995
C 3.73019 2.15893 -1.56073
C 0.05199 3.12514 2.28552
C -2.54621 0.82891 -3.53839
C -2.10090 0.00874 -2.55096
C -0.52353 1.81916 1.75039
H 1.89893 -3.65712 -1.72839
H 0.18121 2.27646 -2.61847
H -4.84553 -0.22534 3.55468
H 1.71445 3.08511 0.96380
H 4.32980 2.69392 -2.28114
H 0.56509 4.20488 0.55496
H -2.55405 -0.88973 -2.16757
H -2.44682 -1.41403 5.17384
H 2.84217 -3.59424 1.66517
H -3.41930 0.77347 -4.16723
H 2.52341 1.04367 -2.88263
H -4.04290 1.33945 3.89239
H -2.58367 3.55089 -4.40535
H -0.25495 -2.63387 -1.94266
H -0.75756 -0.92326 4.81754
H 0.55563 2.92516 3.23193
H 0.90278 -1.74883 -2.69864
H -1.98991 0.31321 5.30590
H 1.56549 4.48999 1.83410
H -4.59979 0.93446 2.22019
H -0.80985 3.56150 -4.51580
H -0.75490 3.83247 2.47876
H 2.49917 0.89760 1.17604
H -1.75767 2.54775 -5.62042
H 2.97306 -4.43714 0.15377


(4)
42
Properties=species:S:1:pos:R:3 method="wB97M-V/def2-TZVPD" lumo_ev=-4.205 total_energy_ev=-46487.567 orbital_gap_ev=7.02 total_charge=+1
S -0.73638 -0.79247 2.26989
S -2.00401 -2.79820 0.49106
Si 2.24275 1.73663 -1.10036
O -0.56776 1.98467 -0.01629
O 0.83944 0.63036 -1.15338
C 3.44054 1.01956 -2.30499
C -1.35065 3.00215 -0.93068
C 1.75428 3.46031 -1.59207
C -0.36332 -2.31175 3.17988
C -2.59893 0.10222 0.00283
C -1.21575 -0.37311 -0.41270
C -1.28515 -3.50355 3.01706
C -1.25761 -4.01986 1.57693
C -0.79367 -1.45332 0.57930
C 2.74187 1.47019 0.66179
C -0.27035 0.81300 -0.50638
C -1.23829 -1.00246 -1.80692
H -1.90050 -1.88438 -1.79841
H 1.13069 3.95965 -0.83540
H -2.30688 -3.20331 3.26833
H -2.38736 2.65553 -0.99908
H -0.24294 -4.25123 1.22888
H -1.90885 -4.90055 1.46317
H -3.24922 -0.78842 0.06912
H 3.12172 1.20397 -3.33580
H -2.56114 0.53669 1.00987
H 3.56744 -0.05660 -2.15117
H -1.26282 3.94997 -0.39628
H 0.66931 -2.56818 2.93526
H 3.64561 2.05881 0.88477
H -0.22717 -1.33533 -2.08296
H 2.96595 0.40045 0.80939
H -2.98405 0.80347 -0.73946
H -0.97313 -4.29984 3.69440
H -1.60309 -0.25712 -2.51827
H 1.93642 1.75985 1.35715
H 0.18129 -1.86532 0.30456
H 1.24543 3.49601 -2.56831
H -0.42385 -1.96588 4.21397
H -0.87156 3.04182 -1.92152
H 4.41282 1.50664 -2.15821
H 2.68887 4.03890 -1.68896


(5)
57
Properties=species:S:1:pos:R:3 method="wB97M-V/def2-TZVPD" lumo_ev=3.679 total_energy_ev=-53046.252 orbital_gap_ev=5.31 total_charge=-2 relative_energy_kcal_mol=0.0
Ba 0.57709 -0.32531 -0.87997
F -0.97249 2.23187 -3.68087
F 2.90311 -2.03228 -0.87745
F -0.56026 2.13195 -1.42387
F 4.70299 -1.62333 -2.18184
F 0.14893 3.93817 -2.65121
F 1.05537 1.88224 -2.88880
F 3.84570 -0.07029 -0.66975
F 2.64219 -0.46085 -2.53690
O -3.94290 -1.07730 -1.28841
O 0.39978 -1.31588 1.51219
O -1.63011 -1.20609 -5.02738
O -2.27111 0.17711 -0.58211
O 1.20985 1.67304 1.10769
O -0.73743 4.11802 3.10996
O -0.56405 -0.83110 -3.17854
O 0.18148 -3.09448 -0.55420
C -3.42192 -0.37557 -0.41287
C -1.01030 4.51923 4.54510
C 0.17470 -3.58680 0.76744
C -0.17337 -4.07753 -1.57530
C -0.51099 -0.80326 2.50380
C -0.60243 -1.25697 -4.33539
C 0.57003 -1.95841 -4.94517
C 0.20549 2.64082 1.37736
C 0.15435 3.13993 2.85872
C 2.52624 2.01562 1.04920
C 0.84982 -2.61105 1.81431
C -4.25185 -0.04552 0.75972
B 3.58691 -1.05928 -1.71503
B -0.11515 2.57872 -2.63173
H 1.32835 -2.18710 -4.19634
H 0.01107 2.37487 3.62179
H 0.29699 3.49434 0.70562
H 1.92562 -2.70110 1.66378
H -0.66938 0.26494 2.35564
H -1.12984 -4.59984 -1.55391
H 1.01146 -1.24395 -5.63999
H 1.05448 3.67616 3.15924
H -0.30821 -0.81483 3.57471
H -0.73829 2.20173 1.05395
H -2.07528 4.75142 4.54356
H 0.32788 -2.90834 -5.42172
H -0.17723 -3.56189 -2.53561
H 2.81096 2.73923 1.81302
H -5.25537 -0.46604 0.69491
H -1.40845 -1.36340 2.24126
H -4.50608 1.01318 0.70844
H 0.49278 -4.92827 -1.71877
H 3.11162 1.13588 1.31659
H -0.31669 5.33855 4.73410
H 2.91034 2.44878 0.12565
H 0.60916 -2.86827 2.84582
H 0.74425 -4.51614 0.76124
H -0.83287 -3.93181 0.99951
H -0.61172 3.76025 5.21829
H -3.57521 -0.34378 1.56053


(6)
60
Properties=species:S:1:pos:R:3 method="wB97M-V/def2-TZVPD" lumo_ev=-0.067 total_energy_ev=-189728.198 orbital_gap_ev=9.95
Br -0.24857 -1.63922 -3.24518
Br 0.27015 -4.77525 -3.28358
O -2.84854 -1.59883 0.66322
O 1.93609 4.21384 0.81366
O -0.21582 4.04312 0.67809
O -3.40700 -4.58589 -4.01458
O 3.96970 8.63757 3.93770
O 1.43966 3.43377 -2.55988
O 3.46899 3.91344 -1.98410
O 1.93950 8.15401 3.37538
O -0.82056 2.84107 4.17655
O -4.27931 -5.28742 -2.15899
O -0.16702 -0.79627 0.07980
O 1.58097 -1.45453 -1.15099
O -2.03703 1.06267 3.98837
O 2.04764 -0.21432 0.78747
N 2.99154 7.92020 3.93974
N 0.81898 4.68042 0.69967
N -4.26551 -5.15364 -3.36967
N -1.15810 1.81573 3.61553
N 2.48708 3.19806 -1.98837
C -0.43040 1.45988 2.37059
C 0.47173 -2.31312 -1.52907
C 1.24103 -0.73255 0.00744
C 0.71824 6.15614 0.57762
C 2.56458 1.92219 -1.23119
C -2.84147 -3.12686 -1.44115
C -0.40600 -2.22052 -0.22570
C -5.40506 -5.74136 -4.12012
C 1.21590 -3.68646 -1.88546
C 0.38114 -5.42571 -0.03732
C 1.59137 -4.57451 -0.63137
C 3.07870 6.64352 4.69495
B -2.02732 -2.28196 -0.31236
H 2.30682 6.66283 5.46171
H 1.15118 6.59052 1.47745
H 2.19381 -3.39311 -2.37836
H 1.27513 6.45046 -0.31019
H -3.70327 -3.66393 -0.95315
H -6.31525 -5.26584 -3.75977
H -5.26210 -5.54805 -5.18000
H -0.08935 -6.10843 -0.80628
H 1.79407 1.93894 -0.46516
H -0.57887 2.27271 1.65903
H 0.62171 1.34746 2.62625
H -2.18634 -3.86242 -1.97966
H 2.34013 -5.34444 -1.00618
H -5.41258 -6.81078 -3.91962
H 2.15284 -4.00088 0.17309
H 3.55021 1.85035 -0.78020
H 4.06607 6.56949 5.14261
H -0.83429 0.52881 1.98324
H 0.06191 -2.72347 0.67350
H -2.88520 -2.12814 1.47988
H -0.42676 -4.80323 0.43619
H 2.40491 1.10880 -1.93764
H -0.32927 6.42923 0.48391
H 0.83257 -6.06479 0.78575
H 2.91279 5.83221 3.98836
H -3.29612 -2.35154 -2.13147


(7)
59
Properties=species:S:1:pos:R:3 method="wB97M-V/def2-TZVPD" lumo_ev=-10.105 total_energy_ev=-67913.594 orbital_gap_ev=4.97 total_charge=+2
Zr -1.20995 0.49563 0.41054
P -3.35997 3.18141 -0.50982
P 3.64999 -1.03160 0.14279
O -0.46051 2.51454 1.03769
O 3.30603 -1.59081 1.60846
O -2.89786 1.84376 -0.01326
O 0.78796 1.11200 1.22616
O 2.98398 0.24310 -0.16711
O -1.75477 -0.33112 -1.65235
O -4.92097 3.26729 -0.35148
O -0.19908 -3.36566 2.44286
O -3.07384 3.40710 -2.05804
O 3.25012 -2.23847 -0.78771
O 5.24043 -0.97719 0.24760
O -0.58487 1.49908 -1.60222
O -2.70254 4.44924 0.14611
O 0.19825 -0.24099 -1.16220
O -0.23920 -3.73190 0.33035
O -0.30477 -1.60085 1.06033
O -0.89123 1.19031 2.47215
C 6.01452 -2.17364 0.44124
C -0.25637 -2.82439 1.26802
C -0.28584 -3.41673 -1.07162
C 0.34820 -2.59917 3.53269
C -3.33962 2.40933 -3.06761
C 3.67626 -0.76544 2.73222
C -5.44981 3.67837 0.92639
C -0.68360 0.25085 -2.02711
C 0.11481 1.94759 2.08668
C -0.42619 -4.73367 -1.80124
C -3.02587 5.75351 -0.38646
C 2.96386 -1.92326 -2.14848
Be 1.55631 2.08384 -1.05223
H 4.75262 -0.88313 2.86890
H 5.55327 -2.87714 1.13210
H 0.92353 -1.73506 3.20368
H -3.63467 6.36274 0.27944
H 0.57778 -2.78417 -1.29677
H -1.33632 -5.18734 -1.40759
H -4.01512 2.88330 -3.77780
H -5.95638 4.63016 0.78904
H -0.56567 -4.49422 -2.85496
H -2.08525 6.28581 -0.52103
H 3.54430 0.27969 2.44924
H -4.81263 3.68763 1.81180
H 2.49789 -2.66447 -2.79686
H -1.04651 -2.64094 -1.19883
H 1.05850 -3.27057 4.00698
H -6.21287 2.96750 1.24679
H 2.29917 -1.06663 -2.25438
H 3.93333 -1.72905 -2.61348
H -3.49696 5.87004 -1.36322
H 6.05680 -2.69421 -0.51813
H -2.40043 2.30326 -3.60793
H -0.45979 -2.24689 4.16765
H 7.00321 -1.78331 0.65905
H 3.15836 -1.03280 3.64640
H -3.73644 1.48888 -2.64933
H 0.37642 -5.45115 -1.65411


(8)
44
Properties=species:S:1:pos:R:3 method="wB97M-V/def2-TZVPD" lumo_ev=-13.168 total_energy_ev=-58776.402 orbital_gap_ev=5.43 total_charge=+3 relative_energy_kcal_mol=0.0
Pb 0.19623 -0.08518 -0.60906
I -1.25453 0.06469 -3.77704
Cl 2.86900 -0.07715 -0.51266
P 0.57377 -2.62528 -0.12427
P 0.56194 2.49270 -0.50526
N -0.56813 0.10001 1.99297
C -1.38328 1.44835 3.82182
C -0.84845 1.29564 2.56471
C -1.37934 -0.96715 4.00050
C -1.05323 -3.39336 0.07621
C -1.30279 -0.07552 -5.93839
C -0.84477 -0.99906 2.73426
C 1.63706 -3.00421 1.29144
C 1.32244 2.85501 -2.09951
C 1.34529 -3.22169 -1.64322
C -1.65199 0.28785 4.55602
C -1.07172 3.26645 -0.41875
C 1.62326 3.07745 0.83655
H -1.56614 -3.03680 0.99025
H -1.91256 0.74495 -6.33073
H -1.56326 -1.93055 4.51172
H -1.71071 2.88431 -1.23744
H -0.27217 0.00166 -6.30212
H -1.69512 -3.14013 -0.78808
H 2.29305 2.32270 -2.15040
H 1.17970 -2.66218 2.23832
H 1.72958 4.16586 0.66635
H -1.57054 2.47579 4.18593
H 2.58446 2.53316 0.78077
H -0.88411 4.35501 -0.50653
H -2.07519 0.36160 5.56426
H -0.86029 -4.48245 0.14703
H 2.59642 -2.47047 1.15699
H 1.48193 -4.31211 -1.48371
H 1.45393 3.95819 -2.10125
H 0.68255 -3.00887 -2.50521
H 1.16766 2.87779 1.82408
H 1.74863 -4.10514 1.28571
H 0.66283 2.50642 -2.91966
H -0.62030 2.16359 1.93733
H -1.73907 -1.04080 -6.21484
H -0.61382 -1.94923 2.24129
H 2.31247 -2.69580 -1.77501
H -1.58070 3.04396 0.53865